No. 1
A molecular structure, C39H52F27O21V at a distorted geometry. Source: the Open Molecules 2025 dataset; level of theory: ωB97M-V/def2-TZVPD.

The geometry in XYZ format:
```
140
Properties=species:S:1:pos:R:3:forces:R:3
O 0.06667 -3.96230 3.02288 -0.711 0.176 -1.094
V 0.07223 -3.33984 1.56419 -0.914 1.423 2.266
O 0.73525 -4.38670 0.59112 0.001 0.157 -0.434
C -0.08634 -1.19628 -0.88031 0.404 -0.382 0.053
C 0.05613 -0.51689 0.45993 -0.256 0.934 -0.356
C -0.37930 0.97988 0.26643 0.313 -0.855 0.758
O -0.62822 -1.24101 1.42477 0.294 -2.332 0.474
H 0.16404 -2.24724 -0.73573 0.495 -0.201 -0.481
H 0.57403 -0.70634 -1.59583 -0.002 -0.249 -0.394
H -1.11457 -1.22963 -1.24048 -0.172 0.490 0.038
H 1.09893 -0.51279 0.77717 0.615 0.225 -0.355
H 0.38750 1.59419 -0.20553 0.137 -0.274 -0.241
H -0.51431 1.43193 1.24904 -0.447 0.036 0.040
H -1.26793 1.01572 -0.36377 -0.233 0.199 0.227
C 3.23523 -3.86176 -1.63036 0.204 -0.730 -0.487
C 2.21575 -4.24894 -2.69788 0.603 0.810 -0.023
O 2.60036 -5.43988 -3.44555 1.206 -0.823 -2.379
C 3.30520 -5.37109 -4.66964 -1.413 2.720 1.224
O 3.65361 -4.33026 -5.19343 -0.358 -1.703 0.904
C 3.51370 -6.70223 -5.47058 0.574 -1.031 1.874
F 2.84164 -7.74879 -4.91297 0.416 0.966 -0.662
F 3.15454 -6.55175 -6.72566 -0.226 0.042 -0.048
F 4.83851 -7.02668 -5.44347 -0.947 0.355 -0.028
H 4.21191 -3.59236 -2.03238 -0.189 0.220 -0.383
H 3.44135 -4.72706 -1.00040 -0.393 0.179 0.415
H 2.83823 -2.99821 -1.09671 0.068 -0.238 0.278
H 2.03293 -3.38358 -3.33493 0.326 -0.222 -0.483
H 1.25108 -4.44356 -2.22922 0.132 -0.602 -0.026
C -3.72187 -3.34223 -1.85362 -0.623 0.720 -0.237
C -4.03809 -2.76672 -0.44902 1.200 -0.540 -1.494
O -4.17099 -3.86113 0.47870 0.023 -0.561 1.802
C -3.12729 -4.23357 1.20707 -0.921 -0.091 -0.628
O -2.00236 -3.87122 0.99681 0.997 0.572 -0.003
C -3.36393 -5.24828 2.39027 -1.762 0.732 0.881
F -2.60853 -6.31703 2.20792 -0.388 0.200 0.110
F -3.00269 -4.60456 3.52660 -0.055 -0.606 -0.930
F -4.69515 -5.61264 2.57683 2.139 0.374 -0.754
H -4.42091 -4.06765 -2.26981 -0.372 -0.081 0.620
H -2.73928 -3.79064 -2.00036 0.163 0.284 0.531
H -3.82796 -2.49340 -2.52915 0.346 0.160 -0.172
H -4.93839 -2.15272 -0.42521 -0.221 -0.590 0.077
H -3.21824 -2.10764 -0.16345 0.139 -0.174 0.288
C -4.46322 3.59628 -2.53283 0.025 0.316 0.382
C -3.77163 2.68139 -1.52181 0.364 -0.264 -2.120
O -3.57051 3.37434 -0.29361 0.042 0.786 2.081
C -2.43988 4.06185 0.01401 1.281 -2.457 -2.020
O -1.47184 4.10151 -0.71932 -1.177 0.550 0.929
C -2.27985 4.62779 1.47188 -0.804 -2.054 0.257
F -2.36199 5.91395 1.41587 -0.175 1.822 0.129
F -3.23047 4.14817 2.32700 0.851 0.376 -0.719
F -1.06355 4.31135 1.98932 -0.866 -0.088 -0.532
H -4.07659 4.59516 -2.33070 -0.218 0.178 -0.448
H -5.54344 3.57132 -2.38926 0.011 0.265 0.262
H -4.32074 3.33237 -3.58075 0.445 -0.137 0.129
H -2.85700 2.25689 -1.93578 0.409 0.543 0.282
H -4.40927 1.79862 -1.47445 -0.090 0.100 1.418
C 3.15743 -0.02955 -6.41676 0.280 1.436 -0.238
C 3.38799 -0.63773 -5.04807 -0.166 -1.439 -0.889
O 3.27828 0.34116 -4.03399 0.981 1.396 3.068
C 3.67700 0.12474 -2.70096 -1.236 -2.123 -1.259
O 3.95918 -0.97158 -2.22356 -0.336 3.135 -1.067
C 3.52616 1.47485 -1.81750 1.065 -1.365 -0.069
F 2.91277 2.44419 -2.43597 -0.680 0.213 -0.337
F 2.91727 1.20228 -0.64519 0.097 -0.072 -0.778
F 4.76466 1.90526 -1.52677 0.042 -0.194 0.027
H 2.39180 0.74530 -6.37791 -0.143 -0.127 0.053
H 2.90192 -0.69808 -7.23889 -0.093 -0.505 0.531
H 4.06014 0.47666 -6.75876 0.110 0.120 0.083
H 4.37799 -1.09325 -5.07060 -0.103 -0.223 0.534
H 2.61200 -1.38827 -4.89766 0.209 -0.266 0.361
C 5.36930 -2.66754 1.00654 -0.741 -1.079 0.776
C 4.49079 -1.46215 1.40748 0.684 -0.916 -1.985
O 4.01564 -1.44428 2.74011 -0.590 -0.734 2.279
C 2.94522 -2.15338 3.13429 -0.867 -1.141 -4.438
O 2.24116 -2.80322 2.31669 1.877 2.206 1.928
C 2.59628 -2.07519 4.63609 -0.900 -1.002 -1.840
F 3.43153 -1.25722 5.19299 0.381 0.677 1.407
F 1.32734 -1.65194 4.70525 0.761 -0.057 0.446
F 2.67001 -3.31111 5.16194 0.123 0.712 0.080
H 6.25907 -2.85629 1.60719 0.211 0.829 0.051
H 5.63673 -2.62958 -0.04946 -0.028 0.335 0.083
H 4.85104 -3.61501 1.15422 -0.505 0.004 -0.226
H 3.62930 -1.40911 0.74179 0.052 0.050 -0.087
H 5.15534 -0.62162 1.20751 -0.584 0.544 0.749
C -0.69525 -2.83676 -4.15898 -0.158 1.041 -0.191
C -1.54182 -1.92657 -5.10178 0.062 -2.145 0.544
O -1.02870 -0.59547 -5.17854 0.450 1.855 0.954
C -1.43995 0.38193 -4.32359 -3.402 -2.399 1.322
O -2.45349 0.27856 -3.60754 3.044 0.473 -1.810
C -0.63793 1.69553 -4.31613 0.998 1.303 -0.526
F 0.55482 1.57162 -4.99909 -1.541 0.175 1.278
F -1.35316 2.67331 -4.93202 0.448 -0.960 0.292
F -0.42583 2.13949 -3.04659 0.107 -0.979 -1.470
H -0.70401 -2.40304 -3.15902 0.375 0.074 -0.006
H 0.31143 -2.92557 -4.56742 0.055 0.137 0.253
H -1.07538 -3.84958 -4.02558 -0.370 0.066 -0.456
H -2.58440 -2.03570 -4.80306 -0.046 0.812 -0.042
H -1.43879 -2.35963 -6.09673 -0.097 0.502 -0.144
C 0.20139 7.22039 4.02643 -0.543 1.293 -0.873
C 1.57007 6.64579 3.62474 -1.117 -0.350 2.112
O 1.50773 6.16250 2.30628 -0.100 0.282 -2.156
C 2.40673 5.36856 1.72095 0.742 -1.205 2.911
O 3.28789 4.75013 2.32303 -1.692 1.487 -1.707
C 2.15607 5.19801 0.18975 -0.097 1.973 2.300
F 3.19615 5.89180 -0.33692 0.026 -1.353 -0.842
F 2.07395 3.90093 -0.02140 0.593 -0.041 -1.167
F 1.06208 5.81151 -0.24706 -0.046 -0.474 -0.060
H 0.02116 7.45105 5.07639 0.606 -0.801 0.288
H -0.66497 6.68031 3.64454 0.291 -0.450 0.089
H 0.07006 8.22651 3.62821 0.157 0.093 -0.557
H 1.70341 5.80840 4.30966 0.774 -0.040 -0.095
H 2.31195 7.43360 3.75538 0.328 -0.389 -0.211
C -3.01024 0.53871 3.42776 -0.434 -0.907 -0.670
C -3.65532 0.29097 2.04546 1.492 -0.535 1.288
O -4.57021 1.31268 1.75333 -2.532 1.202 -0.489
C -5.80188 1.26935 2.31502 -0.117 -1.230 1.247
O -6.18828 0.51444 3.19664 0.866 1.104 -1.816
C -6.77252 2.41752 1.82785 1.893 -1.118 -0.977
F -8.03397 2.12444 1.89829 -1.286 -1.069 -0.146
F -6.58504 3.41891 2.62362 0.661 2.019 1.156
F -6.48697 2.78419 0.56172 -0.060 -0.002 0.062
H -2.41907 1.45292 3.37441 -0.242 0.144 0.204
H -2.31833 -0.28174 3.61808 0.063 -0.036 0.045
H -3.78314 0.53921 4.19634 0.218 0.285 0.098
H -4.14962 -0.67206 1.91760 0.006 -0.107 0.386
H -2.82246 0.34016 1.34402 -0.411 0.159 -0.398
C 2.50985 1.61904 3.22717 -0.205 0.100 -0.019
C 1.20422 2.15954 3.78300 0.537 1.245 1.037
O 0.62147 1.18321 4.69145 -1.785 -0.144 1.666
C -0.20406 1.57008 5.77728 1.405 3.780 -3.223
O -0.48903 2.73885 6.01842 0.563 -2.790 -0.462
C -0.67430 0.44570 6.66928 0.068 1.130 0.411
F 0.09971 0.55357 7.75505 1.178 -1.193 0.241
F -1.86776 0.71452 7.14895 -1.461 -0.093 -0.408
F -0.67394 -0.72470 6.07999 0.256 -0.523 0.385
H 3.03776 2.39736 2.67614 -0.214 0.186 0.015
H 2.40174 0.78611 2.53245 -0.162 -0.203 0.233
H 3.15077 1.37690 4.07492 0.024 -0.368 -0.120
H 0.52792 2.62667 3.06709 -0.534 -1.016 -0.280
H 1.45535 3.04924 4.36046 0.173 -0.039 0.466
```
Positions in Å, forces in eV/Å.

- E_HOMO: -9.2 eV
- LUMO level: -0.6 eV
- HOMO-LUMO gap: 8.56 eV
- M: 1420.71 u
- Total charge: 0
- Total energy: -183343.2087 eV

No. 2
A molecular structure, C39H52FGdN7O4 at a distorted geometry. Source: the Open Molecules 2025 dataset; level of theory: ωB97M-V/def2-TZVPD.

The geometry in XYZ format:
```
104
Properties=species:S:1:pos:R:3:forces:R:3
Gd -0.61523 1.09419 -0.91775 0.995 1.206 2.283
C 1.55686 2.56003 1.83952 -0.078 -0.123 -0.093
C 0.69327 1.45362 2.45912 0.091 0.085 -0.085
N -0.50922 1.10929 1.67713 -0.070 -0.288 0.244
C -1.73602 1.77823 2.16086 0.001 0.125 -0.114
C -1.69745 3.28860 2.00729 0.156 -0.020 -0.142
N -1.30330 3.65916 0.65320 -0.104 0.215 0.133
C -1.20769 5.10348 0.43538 0.123 -0.099 0.026
C -0.16281 5.46011 -0.61816 -0.059 -0.062 0.021
C -0.24456 4.65218 -1.91314 -0.009 0.002 0.111
N 0.43421 3.33584 -1.86049 0.015 0.287 -0.294
C 1.89492 3.45985 -1.77090 -0.077 -0.117 0.082
C 2.55127 2.10599 -1.58825 -0.127 -0.019 0.244
N 2.09752 1.43348 -0.35318 0.145 0.264 -0.039
C 2.62950 2.04947 0.88682 -0.038 0.034 -0.037
H 2.05522 3.11498 2.63796 0.008 -0.009 0.011
H 0.90830 3.25192 1.30073 -0.018 0.067 0.031
H 0.40311 1.74120 3.47508 -0.032 -0.013 0.021
H 1.29326 0.54299 2.55369 0.008 -0.015 0.024
H -0.69076 0.12581 1.85941 0.004 -0.168 0.040
H -1.90854 1.53910 3.21463 -0.018 -0.039 0.055
H -2.56963 1.36693 1.58767 -0.004 -0.027 -0.028
H -0.97448 3.71842 2.70635 0.034 0.022 0.015
H -2.68181 3.68143 2.28788 -0.045 0.050 0.072
H -2.00871 3.30896 0.01618 -0.088 -0.086 -0.048
H -0.92766 5.58125 1.37551 -0.003 0.056 0.039
H -2.17774 5.52467 0.14750 -0.052 0.026 0.000
H 0.83309 5.36691 -0.17989 -0.016 0.025 -0.025
H -0.28691 6.51409 -0.87503 0.044 0.020 0.011
H 0.18737 5.24679 -2.72526 0.026 0.049 -0.060
H -1.29255 4.46801 -2.16468 0.003 -0.018 -0.004
H 0.25975 2.91771 -2.76950 0.038 0.072 -0.084
H 2.14563 4.09963 -0.92588 -0.007 0.000 -0.004
H 2.30896 3.92815 -2.66974 0.054 0.114 -0.037
H 3.63550 2.24715 -1.58966 0.125 -0.016 -0.042
H 2.30185 1.46451 -2.43989 0.033 -0.042 0.034
H 2.45555 0.49164 -0.39702 -0.032 -0.147 0.013
H 3.29317 2.87726 0.62384 0.051 0.008 -0.013
H 3.24798 1.31142 1.40479 0.028 -0.014 0.015
C -3.49049 -4.61981 -2.81870 -0.118 0.081 -0.011
O -4.46092 -3.63741 -3.15975 0.150 -0.361 -0.088
C -4.25678 -2.38825 -2.71433 -0.496 0.559 -0.038
C -5.22725 -1.43472 -3.13370 0.063 0.010 0.004
C -5.10508 -0.12504 -2.75653 -0.045 -0.510 -0.158
C -4.02681 0.31679 -1.95857 0.736 -0.153 0.365
C -3.81490 1.71056 -1.71645 0.281 -0.156 0.157
C -4.89814 2.71279 -2.01898 -0.045 -0.066 0.094
O -2.69773 2.16171 -1.28386 -0.398 -0.068 -0.993
C -3.10164 -0.68204 -1.44604 -0.638 0.607 -0.228
O -2.18686 -0.37491 -0.57953 -0.377 -0.833 0.195
C -3.22993 -2.01631 -1.88149 0.204 -0.083 0.047
H -3.77597 -5.52286 -3.34540 -0.041 -0.048 -0.035
H -3.48683 -4.81170 -1.74378 0.001 0.023 0.013
H -2.49328 -4.31047 -3.13830 0.013 0.004 -0.014
H -6.04143 -1.77478 -3.76193 0.061 0.032 0.040
H -5.83458 0.59287 -3.10927 0.000 -0.040 -0.005
H -5.02897 2.81965 -3.10202 0.009 -0.013 0.120
H -4.60872 3.67854 -1.61281 0.003 0.038 0.007
H -5.85866 2.41143 -1.59371 0.055 0.046 -0.068
H -2.51158 -2.73103 -1.50022 -0.047 0.063 0.018
C 4.02870 -6.23356 7.16200 -0.108 0.055 -0.037
C 2.97175 -5.44653 6.42740 0.036 -0.069 0.058
C 3.29100 -4.33438 5.66071 0.024 0.051 -0.012
C 2.31012 -3.59844 5.00398 0.031 0.014 0.029
C 0.97996 -3.99390 5.07553 -0.097 -0.025 -0.136
N -0.06477 -3.27852 4.42301 0.159 0.037 0.123
C -0.06300 -2.65378 3.20569 -0.155 0.151 -0.103
O -0.92289 -1.84224 2.89428 0.229 -0.059 -0.073
N 0.95920 -3.04580 2.36973 -0.008 0.024 -0.292
C 1.27826 -2.55906 1.09620 0.068 -0.065 -0.022
C 2.52255 -2.89207 0.56924 0.135 0.004 0.052
C 2.88530 -2.42094 -0.68020 0.104 -0.043 -0.064
C 2.00861 -1.60560 -1.37306 -0.039 0.048 0.176
N 0.80107 -1.29409 -0.89413 0.073 -0.394 0.034
C 0.42913 -1.79493 0.28810 -0.098 -0.110 0.141
C 0.64454 -5.10751 5.83981 -0.017 -0.082 -0.016
C 1.62773 -5.81152 6.51272 -0.018 -0.044 -0.004
H 5.02502 -5.83428 6.97584 -0.030 -0.001 -0.005
H 4.01875 -7.28132 6.85625 0.002 0.029 0.000
H 3.84848 -6.20659 8.23857 0.018 -0.001 -0.035
H 4.32534 -4.01494 5.58997 -0.053 -0.008 0.007
H 2.58581 -2.70387 4.45794 -0.007 -0.006 0.038
H -0.90810 -3.11783 4.94570 -0.089 0.100 0.056
H 1.57986 -3.74736 2.73705 0.088 -0.074 -0.013
H 3.20483 -3.51710 1.13731 -0.030 0.040 -0.027
H 3.84475 -2.67945 -1.11074 -0.040 0.008 0.034
H 2.27978 -1.17583 -2.33130 0.021 -0.045 0.087
H -0.59213 -1.61474 0.58249 -0.109 0.110 0.070
H -0.39213 -5.42388 5.89404 0.077 0.019 0.010
H 1.34924 -6.67904 7.10289 0.004 0.073 -0.028
F 3.79501 1.46522 -6.56902 -0.272 -0.040 0.202
C 2.69727 1.24899 -5.82736 0.302 -0.027 -0.180
C 2.48753 -0.00125 -5.28297 -0.212 -0.453 0.239
C 1.35365 -0.21522 -4.51083 0.441 -0.487 -0.055
C 0.41826 0.79783 -4.26102 -0.824 -0.028 1.260
C -0.73105 0.58114 -3.35063 0.236 -0.518 -4.696
C 0.65732 2.03399 -4.87918 0.163 0.632 -0.371
C 1.78880 2.27100 -5.65170 -0.584 0.358 0.177
H 3.19960 -0.79470 -5.47814 -0.069 0.043 0.016
H 1.16715 -1.20457 -4.10673 0.024 0.067 -0.032
H -1.03410 -0.46501 -3.34632 0.147 -0.121 0.881
H -1.58777 1.18645 -3.65333 -0.052 0.431 0.666
H -0.08162 2.82742 -4.78477 0.093 -0.045 -0.001
H 1.95853 3.22832 -6.13176 -0.040 -0.085 0.050
```
Positions in Å, forces in eV/Å.

- 2S+1: 8
- E_HOMO (spin up / spin down): -6.1 / -9.7 eV
- LUMO level (spin up / spin down): -2.0 / -4.4 eV
- HOMO-LUMO gap (spin up / spin down): 4.11 / 5.31 eV
- Relative energy (zero: lowest compared OMol25 entry of this formula, charge and spin): 50.5 kJ/mol
- M: 859.14 u
- <S²>: 15.8173
- Total charge: +1
- Total energy: -83453.3014 eV